# 1
This record from the OMol25 dataset describes a molecular structure, C30H33F3N8O5RhS. The level of theory is ωB97M-V/def2-TZVPD.

Total charge = +1
Energy above the lowest of the compared OMol25 structures with the same formula, charge and spin = 1.203 eV
Spin multiplicity = 5
Kohn-Sham gap (spin up / spin down) = 8.10 / 6.34 eV

Each line ends with the Löwdin charge.
Geometry (Å):
H: 0.58099 4.11791 -0.31482  0.09
C: -1.19498 -1.33468 -3.98929  -0.18
C: -1.44519 4.19046 2.39460  0.02
C: -0.05957 3.75810 0.47629  -0.12
N: 2.92550 -0.19799 -2.05389  0.11
H: -1.17561 -4.22413 2.97280  0.11
C: -4.03172 -1.21443 2.16705  -0.03
H: -0.39081 5.70235 1.29013  0.11
N: -1.71720 -1.66535 1.61185  0.15
H: -1.94439 2.82753 5.38167  0.10
C: 1.29470 -3.88797 -0.41140  0.04
C: 0.53548 -4.30451 -1.51503  -0.07
C: -1.72016 2.84779 2.50089  -0.25
H: 1.08597 -0.91948 2.50974  0.08
N: -1.58214 0.61727 1.77865  0.19
O: 1.83001 -2.47614 1.31787  -0.08
C: -4.89686 -1.52832 4.36753  -0.06
H: -4.14462 -0.88192 1.14156  0.12
C: 5.28557 0.36328 -3.94582  0.01
N: 0.01046 -0.00842 -2.37598  0.14
O: 0.80540 2.74964 -2.04180  -0.16
O: -1.50564 -2.74575 4.39722  -0.06
H: -0.92367 1.65019 4.52377  0.10
C: 1.99320 -1.22110 1.98307  -0.06
C: -0.60615 4.64588 1.37683  -0.05
H: -5.70351 -1.44896 5.08410  0.11
C: -0.33796 2.38428 0.55881  -0.22
N: 4.92010 2.44710 -1.08995  0.05
O: 1.89141 1.82430 -3.79846  0.05
S: 2.69890 1.82967 0.35303  0.77
H: 0.70547 -5.29071 -1.92731  0.12
H: 3.37860 -1.09834 -2.15417  0.11
H: -1.29337 -2.51156 1.26630  0.13
H: -3.53841 -2.43665 5.76505  0.13
C: 3.84826 1.68583 -0.87553  -0.70
H: -2.16293 -1.81584 -3.82177  0.13
C: 4.96954 1.09353 -2.69838  -0.32
C: -2.78948 -1.72396 2.55914  -0.18
H: -1.78123 -0.33156 -5.80235  0.08
H: 2.78417 -1.38937 2.70875  0.11
H: -1.89407 4.87378 3.10369  0.13
H: 2.04769 -4.52551 0.02928  0.12
C: -2.62321 -2.19436 3.86516  -0.22
C: -5.08049 -1.10367 3.05459  -0.07
C: 1.26098 2.70615 -3.22969  -0.53
H: 2.29071 -0.44208 1.28523  0.00
H: 5.45286 -0.69699 -3.75154  0.09
O: -2.57817 2.35888 3.45810  -0.11
C: -0.40977 -3.50182 -2.06075  -0.03
C: -1.32739 -0.08239 -4.84479  -0.08
Rh: 0.44552 1.13833 -0.78482  1.09
C: 0.93213 4.00231 -4.01258  -0.56
C: -1.95019 1.98198 4.69359  -0.04
H: -1.95441 0.66306 -4.35456  0.09
C: 0.14814 -1.75379 -0.29944  -0.19
C: -0.67233 -2.12975 -1.51896  -0.18
F: 1.58141 4.05758 -5.17072  0.17
H: -0.01491 -4.08961 4.30377  0.10
C: 1.07285 -2.62022 0.20904  -0.26
H: -6.02675 -0.69368 2.73073  0.11
H: -0.35387 0.36962 -5.03289  0.07
H: -2.31478 0.52007 2.47094  0.13
C: -3.69288 -2.07520 4.75697  0.01
F: -0.38568 4.03814 -4.26863  0.15
H: 5.20477 3.24026 -0.54037  0.16
F: 1.24716 5.08999 -3.30084  0.16
C: -1.14373 -0.50536 1.19586  -0.34
H: 6.18566 0.78710 -4.38169  0.09
N: -0.18006 -0.49450 0.29385  -0.01
H: -0.56889 -2.08230 -4.48579  0.13
H: 0.04048 -2.90926 2.99207  0.06
N: 3.88203 0.79733 -1.89603  -0.09
C: -0.57210 -1.07723 -2.63889  -0.29
H: 4.46184 0.45964 -4.65470  0.09
H: -2.53321 1.16851 5.12312  0.09
H: -1.74088 -2.07103 -1.23578  0.17
N: 5.62612 2.09279 -2.20513  0.15
C: -1.17335 1.93726 1.58093  -0.16
H: 2.34250 0.05072 -2.85735  0.06
C: -0.61899 -3.52201 3.60152  -0.04
H: -1.01086 -3.84067 -2.89326  0.11

Forces on the atoms, in the same order (eV/Å):
-0.011 -0.010 0.013
0.008 -0.001 0.013
0.017 -0.018 0.020
-0.009 0.071 0.026
-0.039 0.226 -0.123
-0.005 0.028 -0.014
0.025 -0.004 -0.040
-0.001 -0.007 0.002
0.025 0.010 0.003
0.033 0.010 -0.003
0.014 0.003 0.026
-0.016 0.019 -0.013
-0.005 0.128 0.038
0.010 -0.019 0.026
0.028 0.000 -0.001
-0.032 0.003 0.041
-0.015 0.011 -0.021
0.014 0.005 0.004
-0.007 -0.013 0.006
-0.150 -0.224 -0.302
-0.159 0.068 -0.053
0.171 0.213 -0.026
-0.009 -0.033 -0.015
0.052 0.000 -0.020
0.015 0.003 -0.018
0.004 0.000 -0.007
0.001 -0.157 -0.257
-0.006 -0.005 -0.025
-0.140 -0.155 0.176
-0.018 0.082 0.086
-0.006 0.004 0.003
-0.024 0.015 -0.004
-0.020 -0.008 -0.036
-0.008 0.001 -0.006
-0.057 0.039 -0.124
-0.005 0.010 0.010
-0.071 -0.020 -0.042
-0.017 0.038 -0.029
0.010 0.003 0.004
0.010 -0.012 0.000
0.001 -0.002 -0.003
-0.008 0.002 -0.002
-0.121 -0.066 0.066
-0.001 -0.008 0.017
0.254 -0.082 0.036
-0.022 -0.097 0.051
0.011 0.001 0.007
-0.001 -0.216 -0.043
0.041 -0.008 -0.001
-0.014 0.005 0.016
0.387 0.358 0.486
0.001 -0.092 0.020
0.004 0.095 0.028
0.008 -0.009 -0.008
-0.052 0.014 0.008
-0.022 0.018 -0.009
0.006 0.032 -0.021
-0.007 -0.019 0.001
0.079 -0.035 -0.033
0.007 -0.005 0.007
0.015 0.007 0.000
-0.025 0.008 0.039
0.028 -0.038 0.003
-0.047 0.045 -0.028
-0.002 0.006 0.007
0.002 0.065 0.012
0.089 -0.039 0.043
0.000 0.004 -0.002
-0.265 0.040 -0.076
-0.012 -0.005 0.004
0.034 0.014 0.009
0.035 -0.199 0.025
-0.006 0.005 -0.014
-0.009 0.028 0.018
-0.024 0.031 -0.014
0.001 -0.011 0.000
-0.042 -0.008 0.015
-0.063 -0.033 0.016
0.208 0.010 0.007
-0.076 -0.125 -0.006
0.003 0.005 0.004



# 2
This record from the OMol25 dataset describes a molecular structure, C21H26BaN2O9P2S2. The level of theory is ωB97M-V/def2-TZVPD.

Total charge = 0
Energy above the lowest of the compared OMol25 structures with the same formula, charge and spin = 0.000 eV
Kohn-Sham gap = 8.82 eV

Each line ends with the Löwdin charge.
Geometry (Å):
C: -0.68392 -4.11476 0.43122  -0.39
C: 1.25751 0.80998 2.22580  -0.30
H: 1.46143 -2.95304 1.91411  0.11
S: 0.62087 -3.12656 -0.29268  1.03
C: -0.90156 2.46348 2.38277  -0.40
H: -3.70910 3.31969 4.86127  0.11
C: -1.63106 3.55514 4.38461  -0.07
C: 0.42949 -0.33631 2.79199  -0.20
C: 1.08678 -2.21127 1.20452  -0.30
H: 5.22379 -0.89758 -2.86382  0.04
H: -3.44362 -6.28042 1.99185  0.10
C: 0.04952 3.45001 -5.73432  -0.07
N: -1.75682 3.15940 -2.04789  0.14
O: 2.73428 0.85823 -0.53134  -0.51
H: -1.06923 -6.84671 2.37510  0.11
Ba: 0.79508 0.17172 -2.12548  2.03
C: -2.00912 -3.79520 0.19383  -0.07
H: 1.04935 -0.82990 3.54703  0.12
H: -1.22202 5.14964 -6.09744  0.11
H: -0.77289 -2.03544 2.25891  0.12
H: 0.38372 3.63863 3.64562  0.11
H: 1.13216 1.74678 -5.00869  0.11
H: -1.41893 4.16854 5.25013  0.11
C: -2.91793 3.07920 4.16350  -0.08
C: -3.19269 2.30506 3.04580  -0.07
O: 5.12530 0.24767 -1.41388  -0.28
H: -4.19700 1.94106 2.87300  0.11
H: 1.70331 1.40254 3.03055  0.10
H: -0.43347 0.06392 3.32947  0.11
C: -3.00300 -4.58031 0.76177  -0.07
H: -1.24842 2.65556 -1.33108  0.04
H: -0.57496 -0.87689 0.95822  0.09
C: -0.93939 4.37347 -5.39785  -0.07
O: 2.76796 -3.13544 -3.24380  -0.29
H: -2.24327 -2.94565 -0.43381  0.11
C: -1.55288 4.30500 -4.16949  -0.02
C: -1.16464 3.29287 -3.27862  -0.39
O: 4.86383 -1.68813 -3.32418  -0.13
C: 0.36544 2.48880 -4.80214  -0.15
S: 0.41860 2.07921 1.24118  1.02
N: -0.22838 2.39779 -3.60214  -0.04
H: -4.04326 -4.34259 0.58158  0.11
H: -2.31680 5.01484 -3.88106  0.11
H: 5.04926 -1.08104 0.79497  0.08
C: -0.05071 -1.37501 1.77496  -0.22
O: 3.18252 -1.41074 -1.43234  -0.40
C: -0.33257 -5.21453 1.20124  -0.08
H: -2.30113 3.93689 -1.71748  0.10
P: 3.30190 -1.77827 -3.07837  0.13
C: -1.33158 -5.98787 1.77172  -0.07
O: -0.27699 1.42549 0.06457  -0.71
P: 3.86972 -0.11814 -0.72203  0.16
H: 0.71080 -5.47116 1.34601  0.12
H: 1.94083 -1.61290 0.88220  0.06
O: -0.10030 -2.10619 -1.14316  -0.72
H: 0.55705 3.47979 -6.68663  0.10
C: -2.66590 -5.66929 1.55308  -0.08
O: 4.16983 -0.68749 0.76289  -0.13
O: 2.57919 -0.60376 -3.71478  -0.57
C: -2.18171 1.99290 2.14635  -0.07
H: 2.07525 0.49373 1.57724  0.05
H: -2.37181 1.39084 1.26704  0.11
C: -0.61773 3.25473 3.48843  -0.08

Forces on the atoms, in the same order (eV/Å):
0.011 -0.015 0.014
0.013 0.011 0.009
-0.001 -0.004 -0.003
-0.038 0.061 -0.013
0.007 0.038 0.048
0.003 0.002 0.002
-0.011 -0.005 -0.003
-0.017 -0.008 0.005
-0.017 0.001 -0.014
0.004 -0.004 0.000
-0.003 0.003 -0.002
0.003 -0.004 -0.002
-0.021 -0.009 -0.013
-0.041 0.028 -0.012
0.001 0.000 0.000
0.057 -0.015 -0.041
0.017 0.018 -0.012
0.010 0.005 -0.005
-0.002 0.000 0.000
0.002 0.006 0.017
0.002 -0.002 -0.003
-0.001 -0.001 -0.006
-0.003 0.000 0.000
0.012 0.004 0.000
-0.005 0.002 0.005
0.008 0.006 -0.001
0.003 -0.003 -0.006
-0.009 0.001 0.001
-0.002 -0.001 -0.008
-0.007 -0.020 0.010
-0.004 -0.009 0.005
-0.003 0.006 0.009
0.000 0.003 -0.005
0.001 0.001 0.009
0.002 0.001 0.001
-0.001 -0.011 0.004
0.025 0.027 0.000
-0.017 0.027 0.012
-0.035 0.006 0.017
0.039 -0.008 0.024
0.021 0.007 0.032
-0.001 -0.002 0.001
-0.001 0.000 -0.006
0.010 0.002 -0.022
0.021 -0.013 -0.042
0.075 0.016 0.045
-0.001 -0.012 0.013
0.007 0.008 0.002
0.030 -0.064 -0.012
0.016 0.005 -0.009
-0.038 -0.029 -0.008
-0.066 -0.048 -0.067
-0.001 -0.002 0.000
-0.006 0.000 0.004
0.011 0.004 0.020
0.001 0.000 0.000
-0.008 0.010 -0.005
-0.034 -0.004 0.033
-0.013 0.014 0.029
-0.002 -0.020 -0.024
-0.006 -0.007 -0.015
0.000 0.002 0.002
0.006 -0.004 -0.009